# 1
Below is a structure of composition C25H50NO20Zn, with properties calculated with ωB97M-V with the def2-TZVPD basis set.

## Properties
charge: +1

Last column: Mulliken charge in e.
Atoms and positions in Å:
Zn -4.066 -4.083 -1.473  0.79
C -0.658 0.854 1.049  -0.85
C -1.430 -0.292 0.339  0.80
O -0.978 -1.428 0.172  -0.33
O -2.565 -0.113 -0.097  -0.33
H -0.466 1.782 0.512  0.31
H 0.225 0.496 1.579  0.31
H -1.305 1.179 1.864  0.30
C 7.418 -4.460 -4.280  -0.69
O 8.506 -5.337 -4.796  -0.34
C 9.659 -4.600 -5.197  -0.32
C 10.560 -5.530 -5.965  -0.58
O 11.793 -4.835 -6.254  -0.24
C 12.757 -5.514 -6.993  -0.53
C 13.850 -4.541 -7.360  -0.64
O 14.318 -3.749 -6.258  -0.34
C 14.976 -4.583 -5.336  -0.68
H 6.476 -4.911 -3.970  0.27
H 7.162 -3.730 -5.049  0.29
H 7.852 -4.012 -3.386  0.29
H 10.272 -4.230 -4.375  0.30
H 9.433 -3.665 -5.709  0.32
H 10.113 -5.866 -6.901  0.28
H 10.737 -6.491 -5.484  0.30
H 12.293 -5.890 -7.905  0.44
H 13.180 -6.386 -6.495  0.34
H 13.359 -3.797 -7.987  0.31
H 14.665 -5.036 -7.889  0.42
H 15.678 -5.211 -5.884  0.31
H 14.331 -5.224 -4.734  0.23
H 15.533 -4.031 -4.580  0.27
C -1.912 -0.618 -7.712  -0.60
O -2.299 -1.825 -8.412  -0.29
C -2.729 -2.926 -7.731  0.76
O -2.879 -3.080 -6.503  -0.59
O -3.033 -3.901 -8.685  -0.31
C -3.048 -3.690 -10.118  -0.55
H -2.637 -0.266 -6.978  0.28
H -1.760 0.035 -8.571  0.23
H -0.963 -0.861 -7.234  0.29
H -3.746 -2.882 -10.338  0.28
H -3.297 -4.659 -10.549  0.26
H -2.089 -3.471 -10.588  0.26
C -2.203 0.353 8.245  -0.64
O -3.283 1.227 8.105  -0.30
C -3.937 1.643 9.217  0.80
O -3.678 1.264 10.363  -0.56
O -4.829 2.626 8.859  -0.28
C -5.429 3.463 9.862  -0.65
H -2.245 -0.533 7.611  0.23
H -2.212 -0.051 9.257  0.32
H -1.238 0.816 8.040  0.25
H -4.902 3.426 10.815  0.33
H -6.472 3.183 10.009  0.26
H -5.372 4.508 9.556  0.25
C -6.085 10.829 -0.243  -0.64
O -5.610 9.537 -0.641  -0.28
C -4.327 9.279 -0.581  0.77
O -3.413 10.119 -0.520  -0.57
O -4.172 8.039 -1.083  -0.31
C -2.940 7.785 -1.806  -0.62
H -5.713 11.142 0.733  0.30
H -7.167 10.960 -0.272  0.26
H -5.716 11.613 -0.904  0.30
H -2.864 6.706 -1.938  0.23
H -2.029 8.066 -1.277  0.29
H -2.971 8.349 -2.738  0.29
C -2.302 -6.703 4.416  -0.64
O -3.328 -5.980 5.041  -0.32
C -4.418 -5.621 4.371  0.82
O -4.564 -5.608 3.179  -0.59
O -5.350 -5.095 5.163  -0.33
C -5.450 -5.278 6.583  -0.59
H -1.527 -6.826 5.173  0.25
H -1.871 -6.248 3.524  0.28
H -2.601 -7.727 4.195  0.31
H -4.863 -4.495 7.064  0.26
H -4.946 -6.192 6.896  0.30
H -6.476 -5.261 6.949  0.25
C -10.410 8.532 6.277  -0.67
O -10.184 7.080 6.200  -0.29
C -9.265 6.640 5.305  0.78
O -8.350 7.331 4.803  -0.59
O -9.470 5.338 5.159  -0.31
C -8.764 4.451 4.257  -0.64
H -11.081 8.830 7.083  0.26
H -10.869 8.841 5.337  0.30
H -9.512 9.149 6.254  0.31
H -8.772 3.415 4.597  0.25
H -7.708 4.689 4.134  0.31
H -9.229 4.522 3.274  0.28
C 5.647 -0.216 1.455  -0.72
C 7.077 -0.085 1.202  0.21
N 8.152 -0.022 0.948  -0.27
H 5.048 0.016 0.574  0.26
H 5.448 0.639 2.101  0.25
H 5.458 -1.087 2.082  0.26

=====

# 2
Below is a cluster of 7 separate species, C25H50O11 in total, with properties calculated with ωB97M-V with the def2-TZVPD basis set.

## Properties
relative energy (zero: lowest compared OMol25 entry of this formula, charge and spin): 0.679 eV

Last column: Mulliken charge in e.
Atoms and positions in Å:
C -21.401 -9.260 4.794  -0.98
C -22.044 -7.934 5.216  0.71
O -21.531 -7.281 6.040  -0.47
C -23.330 -7.521 4.535  -1.11
H -20.376 -9.207 5.161  0.26
H -21.546 -9.322 3.715  0.34
H -21.922 -10.105 5.245  0.29
H -23.521 -6.541 4.972  0.30
H -24.190 -8.156 4.749  0.32
H -23.217 -7.344 3.465  0.34
C -20.955 -5.115 9.264  -0.45
C -19.399 -4.951 9.224  0.50
O -18.851 -3.882 9.539  -0.56
C -18.572 -6.085 8.848  -0.61
H -21.277 -5.360 8.251  0.39
H -21.350 -4.168 9.631  0.18
H -21.198 -5.938 9.936  -0.16
H -18.876 -6.863 9.549  -0.04
H -17.511 -5.838 8.886  0.22
H -18.935 -6.227 7.830  0.54
C -16.014 -2.483 10.861  -0.74
C -16.386 -1.038 11.075  0.79
O -15.822 -0.296 11.883  -0.60
C -17.326 -0.546 10.019  -0.87
H -15.705 -2.753 9.851  0.43
H -16.836 -3.197 10.912  -0.10
H -15.200 -2.830 11.497  0.35
H -17.703 -1.386 9.435  0.18
H -16.833 0.138 9.329  0.28
H -18.118 0.051 10.471  0.31
O -14.777 -5.746 11.726  -0.53
C -15.210 -6.689 12.390  0.81
O -16.463 -6.672 12.977  -0.38
C -17.438 -5.636 12.825  0.82
C -17.497 -4.753 14.020  -1.30
C -14.289 -7.943 12.651  -1.07
H -18.349 -6.234 12.801  -0.05
H -17.537 -5.121 11.869  -0.24
H -16.563 -4.197 13.937  0.32
H -17.426 -5.416 14.882  0.35
H -18.320 -4.045 13.924  0.37
H -13.320 -7.845 12.162  0.33
H -14.676 -8.907 12.322  0.20
H -14.131 -8.173 13.705  0.35
O -21.539 -7.951 14.100  -0.62
C -22.523 -7.760 13.371  0.69
O -22.627 -7.815 12.052  -0.31
C -21.647 -8.441 11.237  0.77
C -21.833 -9.878 11.213  -1.53
C -23.780 -7.252 13.934  -0.96
H -20.699 -8.104 11.658  -0.14
H -21.791 -8.128 10.202  0.21
H -21.680 -10.222 12.236  0.35
H -21.053 -10.393 10.652  0.27
H -22.860 -10.099 10.923  0.38
H -24.743 -7.576 13.539  0.30
H -23.796 -6.164 13.986  0.17
H -23.675 -7.532 14.983  0.42
O -18.022 -8.986 8.727  -0.52
C -17.045 -9.482 9.236  0.76
O -16.999 -10.453 10.290  -0.30
C -18.166 -10.922 10.900  -0.18
C -18.378 -10.437 12.305  -0.86
C -15.625 -9.283 8.668  -1.10
H -18.068 -11.992 11.079  0.25
H -19.048 -10.802 10.270  0.29
H -19.189 -10.980 12.790  0.35
H -18.644 -9.381 12.262  0.03
H -17.429 -10.582 12.823  0.36
H -15.254 -10.196 8.203  0.33
H -14.874 -9.075 9.429  0.27
H -15.577 -8.430 7.990  0.31
O -27.633 -3.311 13.274  -0.55
C -26.698 -4.024 13.528  0.57
O -25.443 -3.976 12.885  -0.17
C -25.103 -2.982 11.923  -0.40
C -23.981 -3.589 11.210  -1.09
C -26.734 -5.095 14.649  -0.76
H -24.740 -2.149 12.525  0.24
H -25.959 -2.717 11.303  0.36
H -23.816 -2.919 10.366  0.46
H -24.084 -4.574 10.754  0.32
H -23.044 -3.651 11.762  0.30
H -27.760 -5.062 15.016  0.32
H -25.964 -4.915 15.399  0.28
H -26.610 -6.043 14.124  0.14

=====

# 3
Below is a cluster of 7 separate species, C25H51B2N2O13S in total, with properties calculated with ωB97M-V with the def2-TZVPD basis set.

## Properties
charge: -1

Last column: Mulliken charge in e.
Atoms and positions in Å:
C 2.493 -8.083 1.308  -0.79
C 2.487 -7.225 2.684  0.87
O 3.310 -7.528 3.586  -0.61
O 1.529 -6.184 2.745  -0.40
C 2.137 -4.873 2.971  -0.41
B 2.966 -4.263 1.657  0.21
C 2.557 -2.674 1.559  -0.99
C 3.258 -1.846 0.376  -0.06
C 2.338 -1.603 -0.929  -0.55
S 3.095 -2.276 -2.500  1.23
O 2.625 -1.381 -3.627  -0.62
O 2.684 -3.688 -2.817  -0.64
O 4.772 -2.236 -2.502  -0.51
N 2.695 -5.014 0.342  -0.55
C 1.501 -4.770 -0.111  0.56
O 0.242 -4.676 -0.115  -0.66
B 4.594 -4.347 2.104  1.24
N 5.600 -5.099 1.292  -0.68
O 5.078 -3.632 3.295  -0.72
H 1.490 -7.910 0.757  0.25
H 2.706 -9.191 1.479  0.34
H 3.292 -7.603 0.624  0.14
H 1.259 -4.135 3.155  -0.15
H 2.794 -4.820 3.922  0.17
H 1.401 -2.483 1.524  0.56
H 2.899 -2.196 2.562  -0.03
H 3.482 -0.789 0.803  0.13
H 4.262 -2.254 0.015  0.07
H 2.238 -0.469 -1.101  0.21
H 1.299 -2.031 -0.720  0.39
H 5.118 -1.564 -1.855  0.38
H 6.540 -4.676 1.411  0.21
H 5.340 -5.142 0.296  0.27
H 5.110 -2.664 3.097  0.28
C -0.538 2.097 -2.530  -0.59
C -0.334 0.605 -2.552  0.90
O -0.173 -0.028 -1.524  -0.50
C -0.337 -0.076 -3.895  -1.04
H -0.513 2.452 -1.496  0.17
H 0.262 2.589 -3.089  0.10
H -1.511 2.345 -2.962  0.27
H 0.471 0.320 -4.514  0.28
H -1.301 0.077 -4.386  0.21
H -0.178 -1.148 -3.758  0.29
C -3.485 4.000 0.636  -0.74
C -1.992 3.902 0.806  0.73
O -1.263 3.657 -0.138  -0.60
C -1.437 4.118 2.189  -1.13
H -3.741 3.822 -0.411  0.36
H -3.979 3.246 1.251  0.00
H -3.826 4.999 0.915  0.33
H -1.840 3.369 2.873  0.22
H -1.687 5.122 2.537  0.41
H -0.349 4.017 2.160  0.34
C -5.885 4.975 5.391  -1.14
C -5.399 4.234 4.174  0.79
O -4.214 4.166 3.906  -0.47
C -6.438 3.579 3.301  -1.02
H -5.029 5.394 5.925  0.29
H -6.545 5.792 5.091  0.34
H -6.411 4.289 6.059  0.33
H -7.122 4.334 2.908  0.31
H -6.989 2.832 3.876  0.36
H -5.946 3.083 2.463  0.21
C -4.609 -0.764 -6.540  -1.13
C -4.524 0.285 -5.463  0.88
O -4.138 1.413 -5.709  -0.57
C -4.933 -0.116 -4.070  -1.09
H -4.283 -0.335 -7.490  0.30
H -3.956 -1.604 -6.293  0.31
H -5.641 -1.106 -6.646  0.34
H -4.295 -0.927 -3.714  0.32
H -5.980 -0.428 -4.066  0.39
H -4.820 0.739 -3.400  0.24
C -0.136 -0.461 4.777  -1.31
C -0.064 -0.596 3.279  0.60
O 0.325 -1.622 2.756  -0.43
C -0.491 0.589 2.453  -0.69
H 0.202 -1.390 5.241  0.31
H 0.513 0.353 5.109  0.33
H -1.167 -0.271 5.084  0.36
H 0.142 1.449 2.681  0.31
H -1.539 0.825 2.656  0.26
H -0.386 0.348 1.392  0.12
C 3.109 6.253 -2.913  -1.09
C 3.313 4.761 -2.934  0.88
O 3.474 4.131 -1.907  -0.55
C 3.311 4.079 -4.277  -1.10
H 3.134 6.607 -1.881  0.29
H 3.908 6.745 -3.472  0.33
H 2.137 6.501 -3.345  0.31
H 4.119 4.474 -4.897  0.40
H 2.347 4.230 -4.769  0.30
H 3.468 3.007 -4.139  0.23

=====

# 4
Below is a cluster of 6 separate species, C25H51BBr10FNO2PS in total, with properties calculated with ωB97M-V with the def2-TZVPD basis set.

## Properties
charge: +1

Last column: Mulliken charge in e.
Atoms and positions in Å:
C -2.028 2.122 -4.403  -1.13
C -0.623 1.419 -4.382  0.20
C -0.603 0.184 -5.297  -0.74
C 0.827 -0.346 -5.575  -0.96
C 1.082 -1.826 -5.220  -1.11
C 0.415 -2.349 -3.934  -1.35
C 0.635 -1.459 -2.682  0.67
C -0.747 -1.306 -1.973  -1.36
C -0.702 -0.371 -0.734  -1.23
C 0.768 -0.129 -0.312  0.76
B 0.864 0.654 1.107  -0.09
O 0.138 0.182 2.176  0.25
C 1.782 1.945 1.168  -0.43
C 1.770 2.687 2.519  -0.80
C 1.664 -1.377 -0.381  -1.11
P 1.309 -2.538 1.067  0.13
S -0.482 -3.280 1.077  -0.33
N 1.523 -2.152 -1.685  1.34
C 2.856 -2.581 -2.195  -0.22
C 3.792 -1.453 -2.612  0.06
O 4.962 -1.603 -2.540  -0.48
F 3.287 -0.305 -3.097  -0.15
H -1.916 3.130 -4.794  0.34
H -2.707 1.518 -5.007  0.40
H -2.436 2.116 -3.390  0.04
H -0.430 1.159 -3.335  -0.51
H 0.111 2.152 -4.723  0.54
H -1.308 -0.577 -4.955  0.48
H -0.999 0.545 -6.252  0.58
H 1.069 -0.185 -6.626  0.55
H 1.538 0.276 -5.016  0.31
H 0.657 -2.419 -6.040  0.52
H 2.157 -2.039 -5.255  0.30
H -0.654 -2.438 -4.115  0.72
H 0.772 -3.365 -3.753  -0.05
H 0.962 -0.454 -2.934  0.61
H -1.016 -2.316 -1.637  0.45
H -1.473 -1.008 -2.727  0.58
H -1.288 -0.823 0.065  0.45
H -1.145 0.600 -0.974  0.17
H 1.173 0.580 -1.047  -0.01
H -0.489 0.875 2.468  -0.24
H 1.471 2.625 0.363  0.29
H 2.798 1.611 0.905  0.34
H 2.642 3.349 2.566  0.51
H 1.855 2.005 3.368  0.24
H 0.894 3.333 2.610  -0.22
H 2.696 -1.042 -0.220  0.47
H 2.306 -3.548 1.066  0.14
H 1.519 -1.804 2.257  0.20
H 1.032 -3.057 -1.463  -0.76
H 3.361 -3.088 -1.372  0.50
H 2.785 -3.305 -3.006  0.59
Br -2.322 2.179 3.542  -0.09
C -1.667 1.839 5.344  0.66
C -2.730 2.106 6.373  -0.65
Br -2.980 4.014 6.665  -0.16
H -0.784 2.457 5.476  -0.21
H -1.379 0.791 5.351  -0.32
H -2.432 1.703 7.339  0.40
H -3.698 1.701 6.096  0.42
Br -1.067 -1.698 4.168  -0.02
C -1.294 -2.996 5.601  -0.64
C -0.184 -2.895 6.612  -0.55
Br 1.463 -3.689 5.944  -0.15
H -1.349 -3.974 5.132  0.39
H -2.252 -2.761 6.058  0.36
H -0.431 -3.457 7.510  0.38
H 0.049 -1.870 6.882  0.31
Br 1.428 3.743 6.672  -0.13
C 1.907 5.421 5.810  -0.57
C 0.701 6.153 5.282  -0.58
Br 0.035 5.353 3.634  -0.06
H 2.625 5.178 5.033  0.32
H 2.396 6.007 6.584  0.37
H 0.968 7.173 5.016  0.39
H -0.130 6.168 5.980  0.33
Br 0.270 -6.919 -4.992  -0.12
C 0.925 -7.627 -3.304  -0.64
C 0.194 -7.023 -2.137  -0.68
Br 0.801 -5.197 -1.794  0.25
H 1.993 -7.440 -3.277  0.37
H 0.745 -8.699 -3.346  0.39
H 0.402 -7.571 -1.221  0.38
H -0.879 -6.967 -2.287  0.42
Br -3.637 2.844 -0.740  -0.15
C -3.074 4.533 -1.527  -0.57
C -4.238 5.306 -2.086  -0.56
Br -4.829 4.564 -3.784  -0.14
H -2.328 4.298 -2.280  0.27
H -2.605 5.082 -0.713  0.40
H -3.941 6.328 -2.308  0.38
H -5.099 5.317 -1.426  0.36

=====

# 5
Below is a cluster of 2 separate species, C25H51BBrO7Si in total, with properties calculated with ωB97M-V with the def2-TZVPD basis set.

## Properties
charge: -1

Last column: Mulliken charge in e.
Atoms and positions in Å:
C 2.113 0.528 4.197  -1.46
C 0.833 0.067 3.491  0.41
C 1.010 -0.065 1.955  -0.42
O 0.218 0.874 1.283  -0.48
B 0.821 1.359 0.013  0.56
C 1.992 2.432 0.451  -0.95
C 1.330 3.615 1.143  -0.66
O 1.214 3.477 2.592  -0.34
C -0.021 3.922 2.960  0.48
O -0.286 5.120 3.003  -0.70
C -1.043 2.877 3.270  1.43
C -1.076 2.506 4.765  -1.58
O -0.165 2.010 -0.901  -0.13
C 0.113 1.594 -2.184  -0.20
Br -1.475 1.854 -3.378  -0.23
C 1.219 2.538 -2.781  -0.68
C 2.622 1.974 -2.987  -1.54
C 0.444 0.081 -1.919  1.96
C 1.013 -0.693 -3.103  -1.01
C 1.265 -2.169 -2.862  -0.64
O 2.208 -2.357 -1.805  -0.15
Si 2.682 -3.898 -1.473  0.66
C 4.148 -3.783 -0.297  -1.17
C 1.357 -4.924 -0.630  -1.03
C 3.234 -4.825 -3.021  -1.28
C -0.947 -0.586 -1.568  -1.62
C -0.903 -1.613 -0.450  0.40
C -2.122 -2.547 -0.399  0.47
C -3.395 -1.777 -0.019  -1.60
C -2.380 -3.339 -1.682  -1.48
O 1.269 0.179 -0.812  -0.49
H 2.744 -0.315 4.475  0.37
H 1.892 1.117 5.086  0.35
H 2.706 1.165 3.543  0.26
H 0.546 -0.915 3.864  0.74
H 0.059 0.808 3.661  -0.96
H 0.751 -1.083 1.657  -0.17
H 2.071 0.063 1.728  0.50
H 2.528 2.880 -0.387  0.61
H 2.744 2.005 1.114  0.32
H 0.334 3.772 0.729  0.17
H 1.900 4.529 0.972  0.42
H -2.009 3.281 3.011  0.06
H -0.911 1.971 2.684  -0.50
H -0.063 2.408 5.155  0.27
H -1.593 1.562 4.902  0.31
H -1.560 3.303 5.324  0.47
H 0.890 2.906 -3.750  0.78
H 1.246 3.399 -2.124  0.17
H 3.009 1.443 -2.125  0.31
H 2.684 1.356 -3.877  0.42
H 3.294 2.817 -3.172  0.40
H 0.306 -0.626 -3.931  0.40
H 1.945 -0.277 -3.473  0.16
H 1.672 -2.599 -3.783  0.69
H 0.334 -2.693 -2.636  0.14
H 4.624 -2.814 -0.434  0.31
H 3.808 -3.854 0.733  0.31
H 4.857 -4.580 -0.510  0.34
H 0.409 -4.935 -1.166  0.17
H 1.721 -5.956 -0.627  0.45
H 1.205 -4.647 0.410  0.30
H 3.797 -4.130 -3.644  0.32
H 2.384 -5.164 -3.610  0.30
H 3.859 -5.667 -2.740  0.39
H -1.350 -1.015 -2.484  0.75
H -1.660 0.175 -1.264  0.09
H -0.899 -1.085 0.500  -0.39
H 0.017 -2.198 -0.469  0.03
H -1.933 -3.281 0.388  0.46
H -3.976 -1.481 -0.891  0.34
H -4.047 -2.423 0.574  0.46
H -3.185 -0.907 0.599  0.24
H -2.609 -2.693 -2.524  0.25
H -1.545 -4.001 -1.905  0.14
H -3.263 -3.967 -1.535  0.54
C -3.559 2.934 -0.087  -0.46
C -4.478 2.710 1.090  0.83
O -4.044 2.546 2.205  -0.53
C -5.964 2.693 0.809  -1.33
H -2.522 2.916 0.244  -0.21
H -3.702 2.149 -0.831  0.25
H -3.772 3.900 -0.549  0.45
H -6.200 1.898 0.101  0.31
H -6.274 3.648 0.382  0.32
H -6.508 2.521 1.736  0.35

=====

Short version: LUMO = -9.9556; 0.4093; 1.6076; -2.1758; 2.5524 eV, in the order given.
Short version: orbital gap = 0.56; 9.49; 5.68; 8.98; 7.97 eV, in the order given.
Short version: HOMO energy = -10.5146; -9.0770; -4.0722; -11.1586; -5.4132 eV, in the order given.